119
Properties=species:S:1:pos:R:3:forces:R:3:lowdin_charge:R:1 method="wB97M-V/def2-TZVPD" total_charge=-1 max_force_ev_per_a=6.27 e_lumo_ev=2.21 homo_energy_ev=-5.29 gap_ha=0.2756
Cl -14.776310 17.748830 3.034160 0.1 -0.8 2.4 0.5137
O -15.978990 18.450060 2.742670 -1.2 0.1 -0.7 -0.3708
O -13.905600 18.608540 3.717650 1.3 2.3 1.9 -0.3748
O -14.970450 16.561890 3.791040 -2.0 -1.1 2.3 -0.3946
O -14.084630 17.256370 1.954980 1.8 -0.5 -6.0 -0.3738
C -21.398220 13.424990 12.410060 1.2 -0.6 0.7 -0.0782
C -20.076700 13.348940 11.566210 -0.7 2.3 -1.3 -0.1754
N -19.618010 14.795880 11.205830 -1.0 -2.8 1.1 -0.1747
C -19.005980 15.399010 12.379640 -0.2 0.4 0.1 -0.2662
C -17.750340 14.771350 13.039460 0.5 0.7 -1.3 -0.0799
C -18.849540 14.895830 9.987940 1.2 0.9 0.7 -0.3126
C -19.604310 14.538390 8.787320 -1.6 0.0 -1.7 -0.1092
H -21.630920 12.425420 12.777220 0.1 -0.1 0.2 0.0587
H -22.346360 13.794530 12.019450 0.5 0.2 -1.0 0.0682
H -21.224750 14.050170 13.285930 0.1 -0.1 0.1 0.0478
H -19.205640 12.837670 11.976040 -0.4 -0.2 0.9 0.0908
H -20.252960 12.780590 10.652970 -0.2 0.3 -0.1 0.0849
H -18.915700 16.435850 12.055750 0.9 0.2 0.3 0.1117
H -19.731990 15.482220 13.188400 -0.4 -0.2 -0.1 0.0893
H -16.879280 14.803270 12.384980 0.0 0.0 -0.4 0.0603
H -17.420380 15.405750 13.862110 -0.4 -0.4 0.4 0.0673
H -17.862690 13.713650 13.277690 -0.2 0.3 0.5 0.0569
H -17.869150 14.419490 9.981020 0.2 -0.7 0.3 0.1141
H -18.554940 15.939970 9.882640 -0.1 0.3 0.1 0.1190
H -20.008900 13.526490 8.765740 0.3 -0.1 0.0 0.0622
H -19.082240 14.735780 7.851060 0.5 -0.3 0.2 0.0841
H -20.467480 15.195140 8.679080 -0.3 0.0 0.3 0.0807
C -10.137590 17.982980 8.838540 0.3 -0.9 0.3 -0.0853
C -8.721290 18.438430 8.558190 0.5 1.0 -0.4 -0.2722
N -8.385920 19.652340 9.253500 -0.9 1.9 3.1 -0.1845
C -8.792000 19.642810 10.702350 0.7 -0.5 0.4 -0.2452
C -8.463540 20.837790 11.636820 -0.2 0.1 -1.8 -0.0934
C -7.060640 20.213010 9.145910 0.9 0.0 -0.1 -0.2714
C -5.962580 19.433480 9.843410 -0.1 -1.2 0.0 -0.1011
H -10.947030 18.674150 8.603560 0.2 -0.1 -0.4 0.0871
H -10.243940 17.729950 9.893420 0.1 0.1 0.1 0.0570
H -10.221330 16.998690 8.377820 -0.6 0.2 -0.5 0.0771
H -8.027810 17.618410 8.744580 0.1 -0.4 0.4 0.1024
H -8.515530 18.737220 7.530340 -0.5 -0.5 -0.5 0.1194
H -8.269570 18.817750 11.186550 -0.2 -0.7 0.1 0.1018
H -9.863170 19.476880 10.817110 0.1 0.0 -0.3 0.0950
H -8.994700 20.695310 12.577930 0.0 0.1 -0.1 0.0718
H -8.814740 21.707620 11.081700 -0.2 0.5 0.5 0.0741
H -7.400900 20.997970 11.819120 0.0 -0.2 0.1 0.0561
H -6.774000 20.176580 8.094910 -0.2 0.7 -0.2 0.1158
H -6.989890 21.207470 9.586540 -0.7 0.4 -0.7 0.1009
H -6.077070 19.351620 10.924280 -0.2 -0.1 0.0 0.0588
H -6.096240 18.462070 9.367370 0.7 -0.6 0.5 0.0635
H -4.935550 19.766160 9.692980 -0.2 0.3 -0.4 0.0726
C -11.923150 10.858340 -0.342120 0.0 -0.8 -0.1 -0.0799
C -11.344650 9.771700 -1.259160 0.1 -0.5 0.1 -0.2436
N -11.084410 8.497210 -0.561850 1.8 0.6 0.0 -0.2034
C -12.215240 7.933600 0.106060 -1.1 0.4 1.6 -0.3140
C -12.069010 6.630570 0.881320 0.2 -0.2 -0.7 -0.0976
C -10.357600 7.504500 -1.363730 -1.2 0.0 0.2 -0.2220
C -11.212320 7.042790 -2.570730 0.2 -0.6 -0.4 -0.0900
H -11.852740 11.875410 -0.727750 -0.4 -0.2 -0.4 0.0725
H -11.372830 10.905720 0.597560 0.0 -0.3 0.1 0.0777
H -12.943820 10.534220 -0.138930 -0.1 0.7 0.2 0.0641
H -11.986290 9.466760 -2.085850 -0.7 0.8 -0.3 0.0983
H -10.455180 10.158020 -1.756850 0.4 -0.4 0.3 0.1114
H -12.525370 8.570390 0.934570 0.2 0.8 -0.3 0.1060
H -13.137150 7.838110 -0.467580 -0.2 0.1 -0.8 0.1096
H -11.150570 6.651630 1.467950 -0.1 -0.2 0.1 0.0815
H -12.946400 6.553320 1.523440 0.2 0.0 0.2 0.0750
H -12.111610 5.768380 0.215800 0.4 -0.2 0.1 0.0665
H -10.177950 6.738930 -0.608920 -0.1 -0.6 -0.6 0.0899
H -9.351090 7.784350 -1.674740 -0.2 0.7 0.0 0.1101
H -10.973660 6.034370 -2.908730 0.1 -0.2 0.2 0.0628
H -11.135700 7.628220 -3.486980 0.4 0.5 0.2 0.0629
H -12.284810 7.047940 -2.376200 0.0 -0.1 0.4 0.0622
C -12.787250 23.709670 7.748450 2.1 -1.3 -0.5 -0.3852
O -12.322590 24.372960 6.863140 -0.2 0.8 -1.2 0.0465
N -13.291590 24.173690 8.867620 -1.7 1.1 -0.2 -0.2013
C -13.692930 23.272240 9.858850 -1.0 -0.4 2.7 -0.0979
C -13.656470 25.581740 8.965200 0.7 0.2 0.7 -0.0286
H -12.606850 22.627140 7.836750 -0.3 -0.3 -0.5 0.1366
H -14.763600 23.212620 10.054360 -0.4 0.0 -0.6 0.0872
H -13.353020 23.664440 10.817360 0.4 -0.2 0.3 0.0850
H -13.346980 22.240780 9.791740 0.3 0.3 -0.5 0.0920
H -14.158660 25.738000 9.919920 0.1 0.0 0.0 0.0816
H -12.719470 26.138590 8.957210 -0.1 0.3 0.1 0.0904
H -14.278720 26.027200 8.189020 -0.1 -0.7 -0.3 0.0933
C -8.296870 22.092100 2.130500 -1.2 2.3 0.1 -0.3694
O -8.809860 23.213830 2.058720 1.1 -0.7 0.4 -0.0148
N -8.602490 21.138020 1.278500 0.6 -1.9 -1.9 -0.1824
C -8.190960 19.737100 1.542740 -0.9 0.3 0.6 -0.0518
C -9.560030 21.294780 0.147410 -0.1 -1.5 0.9 -0.0182
H -7.586570 21.784740 2.913570 0.0 0.1 0.1 0.1319
H -8.368950 19.080180 0.691350 0.6 0.4 -0.3 0.0811
H -8.844800 19.281240 2.286240 -0.3 0.2 0.3 0.0873
H -7.195480 19.668110 1.981330 0.2 0.1 -0.5 0.0792
H -9.920610 22.278420 -0.153480 0.4 0.0 0.8 0.0900
H -9.195390 20.760100 -0.729670 0.5 0.2 -0.1 0.0739
H -10.351860 20.633260 0.498840 -0.9 0.5 -0.4 0.0933
C -19.451520 17.336120 -2.237250 -0.7 -1.0 -0.9 -0.3302
O -20.238230 18.118380 -2.758850 1.0 -0.2 0.8 -0.0042
N -19.402580 16.015800 -2.556550 0.1 -2.4 -0.3 -0.1852
C -18.508080 15.050320 -1.852500 0.0 1.2 -0.3 -0.0513
C -20.304050 15.334770 -3.510570 -0.3 1.0 1.0 -0.0478
H -18.664610 17.471050 -1.479110 -0.3 1.1 0.1 0.1332
H -19.006890 14.225850 -1.343050 -0.6 0.4 0.2 0.0798
H -17.925800 15.642390 -1.146460 0.2 -0.4 0.1 0.0829
H -17.837680 14.525770 -2.533320 0.2 0.4 -0.3 0.0808
H -21.169530 15.967810 -3.706290 0.2 0.2 -0.1 0.0793
H -19.823050 15.063810 -4.450410 0.1 0.0 0.1 0.0848
H -20.691320 14.460060 -2.988070 0.1 -0.3 -0.3 0.0781
C -14.923890 23.765530 -0.457670 2.6 1.6 3.3 -0.3066
O -14.130470 24.447520 0.249190 -2.0 -1.3 -1.9 -0.0323
N -15.135890 23.952000 -1.752350 -0.1 -1.2 -0.8 -0.2074
C -15.890740 23.006210 -2.535350 -2.0 0.1 0.2 -0.0712
C -14.624800 25.033550 -2.526140 0.1 1.2 0.1 -0.0600
H -15.479380 22.955620 0.040000 -0.1 -0.1 -0.5 0.1410
H -15.371650 22.516440 -3.359230 0.2 0.2 0.2 0.0925
H -16.780800 23.525270 -2.890970 0.2 0.5 -1.0 0.0830
H -16.474350 22.277000 -1.973420 1.0 -0.4 0.7 0.0910
H -13.875360 24.740060 -3.261200 -0.2 -0.2 -0.2 0.0922
H -15.498260 25.486210 -2.995450 0.2 0.1 -0.5 0.0875
H -14.170980 25.829210 -1.935310 0.0 -0.4 0.4 0.0903